1.
{"formula": "C8H15N3O", "method": "ωB97M-V with the def2-TZVPD basis set", "charge": 0, "e_lumo_ha": [-0.00650, -0.02981], "species": ["C", "C", "C", "C", "C", "C", "C", "C", "N", "N", "N", "O", "H", "H", "H", "H", "H", "H", "H", "H", "H", "H", "H", "H", "H", "H", "H"], "xyz": [[-0.33025, 1.58547, 0.92322], [0.98505, -0.50758, 1.32830], [0.48131, 2.01374, -0.31234], [2.01357, 0.41544, 0.62965], [-0.37460, 0.01427, 1.03594], [-1.01024, -0.60647, -0.18172], [-0.91779, -2.04062, -0.45809], [-2.29524, -0.05953, -0.80298], [1.24174, -0.95076, -2.01737], [1.48520, 0.98697, -0.59056], [0.86390, 0.12643, -1.52847], [2.36919, -1.44337, -2.16995], [0.03273, 1.89718, 1.88551], [-1.45752, 1.98993, 0.76342], [1.18882, -1.53492, 0.83210], [1.22174, -0.73228, 2.42578], [-0.14698, 2.19501, -1.29525], [1.00038, 2.96033, -0.02799], [2.35830, 1.16558, 1.45822], [2.97412, -0.08778, 0.54939], [-0.96819, -0.16038, 1.91685], [-0.50954, -2.66418, 0.27099], [-0.24274, -2.10741, -1.31640], [-1.89530, -2.50825, -0.64394], [-2.59837, -0.44860, -1.86995], [-2.38286, 1.00013, -0.62158], [-3.08645, -0.49836, -0.18281]]}



2.
{"formula": "C8H15N3OS", "method": "ωB97M-V with the def2-TZVPD basis set", "smiles": "[H]/N=C/[C@@]1(CSC)NC(=O)N(C)[C@@H]1C", "charge": 0, "e_lumo_ha": 0.02680, "species": ["H", "N", "C", "C", "C", "S", "C", "N", "C", "O", "N", "C", "C", "C", "H", "H", "H", "H", "H", "H", "H", "H", "H", "H", "H", "H", "H", "H"], "xyz": [[-0.02834, 0.29827, -3.75853], [-0.11795, 0.43521, -2.80539], [-0.45949, -0.54389, -2.10249], [-0.25173, -0.48075, -0.62396], [-1.55588, -0.05997, 0.08048], [-3.03901, -1.02443, -0.35539], [-3.14007, -1.96367, 1.25547], [0.27323, -1.75337, -0.11688], [1.72182, -1.62674, -0.25359], [2.49348, -2.57218, -0.17122], [1.93960, -0.31800, -0.41640], [3.31604, 0.09388, -0.67256], [0.90878, 0.52521, -0.24545], [0.95882, 1.15481, 1.15584], [-1.06235, -1.38018, -2.47286], [-1.84821, 0.98501, -0.22972], [-1.36493, -0.16999, 1.20709], [-4.14557, -2.44376, 1.53745], [-2.81058, -1.16736, 1.94760], [-2.44606, -2.83045, 1.25218], [-0.16092, -2.65628, -0.27377], [3.86013, 0.46565, 0.32087], [3.91706, -0.75685, -1.14137], [3.28711, 1.00788, -1.32182], [0.86712, 1.23391, -1.05632], [1.11736, 0.32207, 1.89441], [0.00030, 1.65291, 1.30801], [1.73629, 1.73038, 1.23510]]}



3.
{"formula": "C8H15N4O2S", "method": "ωB97M-V with the def2-TZVPD basis set", "charge": 1, "e_lumo_ha": [-0.14072, -0.14070], "species": ["C", "C", "C", "C", "C", "C", "C", "C", "N", "N", "N", "N", "O", "O", "S", "H", "H", "H", "H", "H", "H", "H", "H", "H", "H", "H", "H", "H", "H", "H"], "xyz": [[0.92008, 0.76305, 1.21173], [-0.23065, 2.83418, 0.25077], [1.12033, 0.14998, -0.09663], [-1.27823, 0.80499, -0.47519], [0.74822, -2.30118, 0.31038], [1.66059, 0.90592, -1.25424], [-1.65510, -0.00556, -1.58851], [0.01759, -2.25496, 1.57559], [0.57571, 2.14819, 1.06654], [-0.81479, 2.04246, -0.76148], [1.23139, -1.23017, -0.26222], [-1.80439, 0.52958, 0.76594], [0.76715, 0.22877, 2.33806], [-0.52027, 3.97906, 0.26597], [1.38735, -3.75568, -0.33500], [2.74829, 1.02839, -1.02058], [1.07527, 1.79169, -1.49733], [1.35359, 0.31162, -2.15532], [-1.18127, -1.06077, -1.48882], [-1.21826, 0.26643, -2.58234], [-2.75590, -0.20169, -1.67277], [-0.93943, -2.86609, 1.43205], [-0.21251, -1.21230, 2.03852], [0.67642, -2.81639, 2.27307], [0.95157, 2.61134, 1.83273], [-0.69712, 2.42022, -1.71270], [1.90935, -1.33887, -0.95691], [-1.99474, 1.20910, 1.47959], [-2.42429, -0.30680, 0.87249], [0.58403, -4.67450, 0.14661]]}



4.
{"formula": "C8H15N4O3P", "method": "ωB97M-V with the def2-TZVPD basis set", "smiles": "CCOP(=O)(CCc1nncnn1)OCC", "charge": 0, "e_lumo_ha": -0.03679, "species": ["C", "C", "O", "P", "O", "C", "C", "C", "N", "N", "C", "N", "N", "O", "C", "C", "H", "H", "H", "H", "H", "H", "H", "H", "H", "H", "H", "H", "H", "H", "H"], "xyz": [[-0.47236, 2.62319, -3.11460], [-0.92406, 1.74218, -1.95878], [-0.88520, 0.36985, -2.41947], [-0.67793, -0.78750, -1.34399], [-0.67939, -2.05625, -2.03050], [0.92565, -0.57314, -0.49610], [1.17360, -1.87488, 0.25534], [2.04414, -1.72437, 1.45544], [2.40410, -0.51562, 1.83028], [3.15359, -0.42167, 2.91836], [3.46043, -1.54194, 3.51331], [3.13652, -2.75478, 3.13023], [2.39260, -2.85259, 2.04794], [-1.83844, -0.80713, -0.23605], [-1.86708, 0.20310, 0.78667], [-3.18089, 0.98220, 0.72354], [-0.67218, 2.09293, -4.02997], [-0.99754, 3.56725, -3.09367], [0.58786, 2.81123, -3.02067], [-0.27163, 1.89151, -1.10645], [-1.94870, 1.98889, -1.72807], [1.62549, -0.42380, -1.30090], [0.85792, 0.29452, 0.14355], [0.25219, -2.38339, 0.50591], [1.71533, -2.53084, -0.40871], [4.04270, -1.46442, 4.40760], [-1.05984, 0.91974, 0.69404], [-1.77730, -0.24967, 1.76315], [-3.03789, 1.94421, 0.25939], [-3.59075, 1.11695, 1.71566], [-3.89092, 0.41427, 0.13752]]}



5.
{"formula": "C8H15NNiO8", "method": "ωB97M-V with the def2-TZVPD basis set", "s2": 3.76, "multiplicity": 4, "charge": -3, "e_lumo_ha": [0.26961, 0.26635], "species": ["Ni", "C", "O", "O", "O", "C", "O", "O", "O", "C", "O", "C", "C", "N", "C", "C", "O", "C", "H", "H", "H", "H", "H", "H", "H", "H", "H", "H", "H", "H", "H", "H", "H"], "xyz": [[-0.83279, 0.84195, -0.31797], [-2.89810, 1.99028, 0.62824], [-3.21601, 2.90335, -0.12774], [-1.79858, 2.09730, 1.00113], [-3.02420, 0.89009, 0.07535], [-1.20100, 1.93864, -2.62696], [-1.53167, 0.80904, -2.29238], [-0.71250, 2.48478, -1.62321], [-2.28482, 2.55635, -2.82942], [-1.69898, -1.94151, 0.92418], [-0.70087, -0.89231, 0.80799], [-0.22304, -0.39181, 2.12151], [1.13207, 0.32875, 1.95387], [1.08447, 1.11179, 0.73604], [2.22582, 0.82690, -0.12343], [2.29141, -0.63198, -0.62402], [1.12006, -0.97059, -1.33920], [0.99324, -2.11470, -2.04847], [-2.56290, -1.60156, 1.49531], [-1.35910, -2.82995, 1.45640], [-2.12445, -2.31214, -0.00840], [-0.06235, -1.17374, 2.86371], [-0.85093, 0.36977, 2.58395], [1.84351, -0.49328, 1.87511], [1.58263, 0.76239, 2.84665], [1.25604, 2.05621, 1.05026], [3.11205, 0.94761, 0.49957], [2.15188, 1.63119, -0.85537], [2.40646, -1.42675, 0.11300], [3.13985, -0.74099, -1.29957], [0.97673, -1.70026, -3.05647], [-0.02703, -2.47933, -1.92930], [1.79318, -2.84562, -1.93032]]}



6.
{"formula": "C8H15O4PS", "method": "ωB97M-V with the def2-TZVPD basis set", "charge": 0, "e_lumo_ha": [-0.02167, -0.03137], "species": ["C", "C", "C", "C", "C", "C", "C", "C", "O", "O", "O", "O", "P", "S", "H", "H", "H", "H", "H", "H", "H", "H", "H", "H", "H", "H", "H", "H", "H"], "xyz": [[1.25435, -1.11430, -1.42240], [0.91658, 0.29948, 1.02226], [2.71206, -0.90660, -1.23383], [3.13414, 0.48885, -0.93947], [-2.07522, -2.76772, 0.67408], [-1.88790, 2.77565, 1.27130], [-0.91096, -1.78776, 0.88319], [-2.19755, 2.21087, -0.20741], [0.53174, 0.09039, -1.82554], [3.38570, 0.69083, 1.75749], [-1.30753, -0.63009, -0.08600], [-1.02429, 1.69289, -0.71851], [-0.11521, 0.40543, -0.38820], [2.40125, 1.08424, 0.70845], [0.88382, -2.10359, -1.82748], [3.04833, -1.77887, -0.69771], [3.12410, -0.99181, -2.29781], [4.27441, 0.59953, -0.85779], [2.70361, 1.11389, -1.66886], [-2.11611, -2.98995, -0.31966], [-1.77797, -3.60202, 1.32118], [-3.06347, -2.39536, 0.86807], [-2.04485, 1.89729, 1.87805], [-0.95651, 3.20654, 1.49392], [-2.64331, 3.57844, 1.45681], [-0.14050, -2.23027, 0.28026], [-0.51241, -1.31314, 1.76029], [-2.54030, 3.01912, -0.87553], [-3.05600, 1.45803, -0.00915]]}



7.
{"formula": "C8H15O7PS", "method": "ωB97M-V with the def2-TZVPD basis set", "smiles": "O=C1C[C@H](P(O)(O)=S)CO1.CCOC(=O)OC", "charge": 0, "e_lumo_ha": 0.01045, "species": ["O", "C", "C", "C", "P", "O", "O", "S", "C", "O", "H", "H", "H", "H", "H", "H", "H", "C", "C", "O", "C", "O", "O", "C", "H", "H", "H", "H", "H", "H", "H", "H"], "xyz": [[5.01995, 0.68472, 2.69324], [4.08222, 0.11010, 2.24543], [2.66741, 0.62680, 2.03945], [1.84435, -0.67241, 1.89382], [0.22597, -0.79357, 2.69494], [-0.83795, -0.48569, 1.53169], [0.14914, 0.55501, 3.55295], [-0.09954, -2.42669, 3.65599], [2.85800, -1.72207, 2.37445], [4.11072, -1.21243, 1.87966], [2.63366, 1.21726, 1.12528], [2.38171, 1.26935, 2.86716], [1.68584, -0.83892, 0.82612], [-1.16527, -1.30609, 1.14044], [-0.41281, 0.42137, 4.32818], [2.90139, -1.72278, 3.46654], [2.69315, -2.73338, 2.02181], [-1.97268, 2.62636, -1.44604], [-1.03417, 1.44111, -1.42986], [-1.71490, 0.20583, -1.72468], [-1.98087, -0.00818, -3.01311], [-1.67397, 0.70697, -3.93138], [-2.62722, -1.17024, -3.11527], [-2.99744, -1.52617, -4.45211], [-2.81080, 2.45508, -0.76979], [-1.44083, 3.52060, -1.12022], [-2.36205, 2.80236, -2.44763], [-0.62741, 1.28276, -0.43291], [-0.20954, 1.57258, -2.13027], [-2.13015, -1.50905, -5.10846], [-3.75298, -0.83975, -4.83058], [-3.40295, -2.53082, -4.38484]]}



8.
{"formula": "C8H16", "method": "ωB97M-V with the def2-TZVPD basis set", "smiles": "C=CCC.C=CCC", "charge": 0, "e_lumo_ha": 0.04643, "species": ["C", "C", "C", "C", "H", "H", "H", "H", "H", "H", "H", "H", "C", "C", "C", "C", "H", "H", "H", "H", "H", "H", "H", "H"], "xyz": [[5.70845, -1.69581, -4.25770], [4.98240, -1.82305, -3.13392], [3.64903, -2.51971, -3.09133], [3.69097, -3.87643, -2.29922], [6.54890, -0.99600, -4.32934], [5.45089, -2.27586, -5.15125], [5.34035, -1.34092, -2.21466], [3.25237, -2.80278, -4.08531], [2.89034, -1.88486, -2.59454], [3.79298, -3.84795, -1.20132], [4.46989, -4.54199, -2.70778], [2.70237, -4.29647, -2.54992], [-4.84981, 0.89297, 2.09128], [-4.26267, 1.73279, 2.95940], [-4.77785, 3.11503, 3.31637], [-3.75847, 4.11669, 3.82896], [-4.31377, -0.05113, 1.94111], [-5.81166, 1.01941, 1.58130], [-3.26539, 1.54856, 3.38024], [-5.49756, 2.89922, 4.12932], [-5.35442, 3.47880, 2.44420], [-2.81858, 4.18652, 3.25596], [-3.51527, 3.86066, 4.87390], [-4.25350, 5.10226, 3.81430]]}



9.
{"formula": "C8H16AlO5", "method": "ωB97M-V with the def2-TZVPD basis set", "s2": 0.75, "multiplicity": 2, "charge": 2, "e_lumo_ha": [-0.24196, -0.33225], "species": ["C", "H", "H", "H", "O", "C", "C", "O", "C", "C", "O", "C", "Al", "H", "H", "H", "H", "H", "H", "H", "H", "H", "H", "H", "O", "C", "C", "O", "H", "H"], "xyz": [[-0.33671, 2.92850, -1.18421], [-0.56306, 3.04604, -2.24929], [0.33680, 3.75805, -0.92971], [-1.30993, 3.03697, -0.68530], [0.46128, 1.68655, -1.01836], [1.84677, 1.80473, -0.73008], [2.41357, 0.40565, -0.72556], [1.55891, -0.39670, 0.08563], [1.79334, -1.80056, 0.03785], [0.64028, -2.46854, 0.74461], [-0.56063, -1.92177, 0.20459], [-1.75279, -2.54300, 0.67123], [-0.33432, 0.09203, -0.03413], [1.99047, 2.30185, 0.24196], [2.33741, 2.40638, -1.50863], [3.43550, 0.39910, -0.32204], [2.41606, -0.00651, -1.74634], [2.74384, -2.04599, 0.53144], [1.83694, -2.12027, -1.01460], [0.67212, -2.27783, 1.82911], [0.67108, -3.55367, 0.57167], [-2.58854, -2.08258, 0.13299], [-1.71683, -3.62077, 0.45524], [-1.86409, -2.38857, 1.75556], [-1.98253, 0.44718, -0.78441], [-2.71569, 0.79608, 0.20530], [-2.10643, 0.96859, 1.47905], [-0.87418, 0.68650, 1.62763], [-3.75024, 1.12100, 0.03216], [-2.69842, 1.34158, 2.32666]]}



Max |F|, record by record: 3.74 6.69 4.72 1.81 16.90 4.24 0.56 1.55 2.88 eV Å⁻¹